1.
Density functional theory data (ωB97M-V/def2-TZVPD) for 4 unconnected molecules or ions with the total composition C34H65Cl2FN5O12S2.

XYZ file:
```
121
C34H65Cl2FN5O12S2, DFT ωB97M-V/def2-TZVPD
C 0.3389 -0.4535 2.2721
C 1.3451 -1.4700 1.8287
Cl 1.5970 -2.7643 2.9047
C 2.0230 -1.4363 0.6776
Cl 3.1671 -2.6010 0.1665
N 1.8181 -0.3879 -0.2545
C 0.9788 -0.2748 -1.3187
N 0.1044 -1.1832 -1.7168
F 0.0551 -2.3234 -0.9693
C -0.8601 -1.0162 -2.8018
C -1.6957 -2.2746 -3.0389
C -2.9567 -1.8868 -3.8129
S -4.4619 -1.5024 -2.8509
C -3.9790 -0.4138 -1.5141
S -2.9869 -0.8750 -0.3040
N -4.6468 0.8006 -1.6175
C -4.0704 1.7520 -2.5786
C -3.3905 2.9264 -1.8702
O -2.8552 2.5365 -0.6228
C -3.9104 2.2852 0.2898
C -5.0204 1.4106 -0.3333
N 1.1186 0.9164 -1.9298
C 2.0635 1.5293 -1.2289
N 2.5159 0.8113 -0.2069
C 3.4990 1.1031 0.8324
C 4.4082 2.2536 0.4338
C 3.8820 3.6649 0.6615
O 4.4793 4.6007 0.3390
O 2.6686 3.7520 1.2947
H 0.0677 0.2459 1.4786
H 0.7321 0.1067 3.1283
H -0.5672 -0.9635 2.6062
H -0.3287 -0.7231 -3.7112
H -1.5294 -0.2111 -2.4914
H -1.1131 -2.9787 -3.6416
H -1.9424 -2.7802 -2.1104
H -2.7379 -1.0504 -4.4821
H -3.2646 -2.7224 -4.4452
H -4.8740 2.1661 -3.2016
H -3.3947 1.2416 -3.2671
H -4.1115 3.7422 -1.7204
H -2.5784 3.3203 -2.4827
H -4.3288 3.2289 0.6662
H -3.4700 1.7697 1.1450
H -5.3113 0.6111 0.3475
H -5.9168 2.0113 -0.5184
H 2.4087 2.5280 -1.4702
H 4.0656 0.1960 1.0489
H 2.9625 1.3631 1.7478
H 5.3006 2.1638 1.0625
H 4.7444 2.1855 -0.6031
H 2.0118 4.0959 0.6691
C 10.6633 -3.9877 -0.6158
O 9.7322 -4.0443 -1.6734
C 9.8024 -5.2239 -2.4549
C 8.4333 -5.7710 -2.7829
O 7.7318 -6.3287 -1.6861
C 7.2067 -5.4748 -0.6935
C 6.0200 -4.6452 -1.1273
O 6.3829 -3.6029 -2.0163
C 5.4883 -3.4069 -3.0844
H 11.6646 -3.7236 -0.9726
H 10.3256 -3.2171 0.0760
H 10.7185 -4.9404 -0.0786
H 10.3852 -5.9949 -1.9399
H 10.3059 -4.9923 -3.4025
H 8.5869 -6.6101 -3.4652
H 7.8335 -5.0265 -3.3120
H 7.9775 -4.8413 -0.2479
H 6.8453 -6.1486 0.0876
H 5.5792 -4.1944 -0.2260
H 5.2724 -5.3006 -1.5883
H 5.1882 -4.3574 -3.5383
H 6.0021 -2.8101 -3.8366
H 4.5856 -2.8678 -2.7653
C 4.0376 4.2213 4.3305
O 4.2087 3.0847 5.1461
C 4.7016 3.3696 6.4447
C 3.9686 2.6036 7.5213
O 2.6387 3.0271 7.7562
C 1.6180 2.7284 6.8315
C 1.2065 1.2759 6.7978
O 2.1768 0.4461 6.1790
C 2.3905 -0.7761 6.8530
H 4.9918 4.5674 3.9157
H 3.3839 3.9231 3.5141
H 3.5656 5.0456 4.8744
H 4.6270 4.4415 6.6559
H 5.7610 3.0866 6.4879
H 4.4884 2.8148 8.4584
H 4.0314 1.5252 7.3501
H 1.8436 3.0989 5.8275
H 0.7511 3.2837 7.1975
H 0.2666 1.2027 6.2318
H 1.0134 0.9405 7.8216
H 2.4782 -0.6248 7.9332
H 3.3266 -1.1945 6.4848
H 1.5850 -1.4911 6.6627
C -7.9150 1.4852 -5.4078
O -8.4596 0.7516 -4.3367
C -7.7150 0.8130 -3.1368
C -8.5968 0.9999 -1.9241
O -9.1968 2.2738 -1.8069
C -10.2567 2.6214 -2.6827
C -11.5556 1.8911 -2.4376
O -11.4808 0.5348 -2.8341
C -12.1246 -0.3667 -1.9624
H -7.0737 0.9575 -5.8731
H -8.7004 1.6115 -6.1510
H -7.5778 2.4768 -5.0843
H -6.9783 1.6255 -3.1774
H -7.1692 -0.1316 -3.0159
H -7.9425 0.9241 -1.0501
H -9.3295 0.1932 -1.8500
H -9.9587 2.5399 -3.7303
H -10.4458 3.6773 -2.4763
H -12.3368 2.3922 -3.0242
H -11.8206 1.9697 -1.3773
H -11.8923 -0.1461 -0.9145
H -11.7593 -1.3651 -2.1981
H -13.2118 -0.3516 -2.0950
```

Results
net charge = +1
lowest unoccupied orbital energy = -0.1037 Eh
gap between HOMO and LUMO = 7.688 eV

2.
Density functional theory data (ωB97M-V/def2-TZVPD) for a molecular structure, C35H35FN5O6S2Tc.

XYZ file:
```
85
C35H35FN5O6S2Tc, DFT ωB97M-V/def2-TZVPD
Tc 0.0454 0.9835 -0.2845
N 6.3727 -2.7712 4.4452
C 5.3928 -1.8908 3.9709
C 5.7088 -0.5587 3.7066
C 4.7342 0.3193 3.2658
C 3.4313 -0.1243 3.1049
C 3.1017 -1.4470 3.3702
C 4.0784 -2.3257 3.8004
S 2.1716 0.9595 2.5329
O 1.0100 0.7101 3.3500
O 2.7278 2.2902 2.5028
N 1.7639 0.4444 1.0576
C 2.6284 0.5309 0.0065
N 1.9103 0.6777 -1.1526
C 2.5718 0.8199 -2.2871
C 3.9559 0.7844 -2.3159
C 4.5938 0.6247 -1.0973
N 3.9556 0.5083 0.0632
H 7.3158 -2.5233 4.1937
H 6.1820 -3.7441 4.2675
H 6.7295 -0.2161 3.8394
H 4.9694 1.3495 3.0362
H 2.0817 -1.7824 3.2300
H 3.8254 -3.3603 4.0030
H 1.9664 0.9782 -3.1714
H 4.5024 0.8942 -3.2402
H 5.6782 0.5979 -1.0440
C -4.6022 0.0246 5.7656
C -3.6300 1.1852 5.9037
C -4.3364 2.4378 6.3958
C -3.3343 3.5584 6.6081
C -2.5463 3.7942 5.3477
C -1.9737 5.0148 5.0855
C -1.2464 5.2137 3.9165
F -0.6933 6.4302 3.7144
C -1.0892 4.2302 2.9882
C -1.6758 2.9852 3.2291
C -1.4980 1.9237 2.2209
O -0.8816 2.2069 1.1794
C -2.0403 0.6479 2.5518
C -2.7170 0.5170 3.7231
N -2.9383 1.4897 4.6282
C -2.3913 2.7559 4.4055
C -1.8769 -0.6221 1.7342
O -2.4343 -1.6387 2.1589
O -1.1668 -0.5599 0.6840
H -5.2155 -0.0204 6.6663
H -4.1058 -0.9376 5.6581
H -5.2602 0.1693 4.9068
H -2.8612 0.9192 6.6385
H -4.8595 2.2021 7.3235
H -5.0859 2.7343 5.6548
H -2.6558 3.2827 7.4222
H -3.8301 4.4826 6.9084
H -2.0826 5.8316 5.7891
H -0.5201 4.3812 2.0815
H -3.0953 -0.4692 3.9453
C -0.8706 1.6437 -1.6994
C -1.5487 2.2074 -2.7659
C -2.7101 1.5914 -3.3432
C -3.3608 2.1605 -4.4137
C -2.9238 3.3594 -4.9910
C -1.7903 3.9813 -4.4435
C -1.1180 3.4402 -3.3741
H -3.0727 0.6637 -2.9178
H -4.2362 1.6622 -4.8186
H -3.4478 3.7963 -5.8310
H -1.4357 4.9140 -4.8710
H -0.2486 3.9384 -2.9615
C 0.8739 -2.0050 -4.0521
C -0.3020 -2.6455 -3.3311
S -0.1786 -2.3553 -1.5634
O 0.8221 -3.3616 -1.0694
C -1.8032 -2.9534 -1.1104
C -2.9136 -1.9966 -1.5276
H 0.8262 -2.1935 -5.1256
H 1.8193 -2.3985 -3.6747
H 0.8639 -0.9256 -3.8979
H -0.3055 -3.7348 -3.4308
H -1.2510 -2.2371 -3.6822
H -1.7465 -3.0179 -0.0239
H -1.9030 -3.9558 -1.5368
H -2.6320 -0.9668 -1.3094
H -3.8190 -2.2168 -0.9612
H -3.1531 -2.0745 -2.5899
```

Results
net charge = -1
lowest unoccupied orbital energy (alpha / beta) = 0.0822 / 0.0822 Eh
gap between HOMO and LUMO (alpha / beta) = 4.303 / 6.356 eV
spin multiplicity = 4
relative energy (zero: lowest compared OMol25 entry of this formula, charge and spin) = 201.2 kJ/mol

3.
Density functional theory data (ωB97M-V/def2-TZVPD) for 2 unconnected molecules or ions with the total composition C12H16Si.

XYZ file:
```
29
C12H16Si, DFT ωB97M-V/def2-TZVPD
C -3.8765 -0.9530 3.9556
C -2.9896 -0.9096 3.1622
C 2.6850 3.4710 -0.4129
C 1.7460 3.2246 0.5669
C 2.9565 2.3931 -1.3065
C 1.0795 1.9813 0.5908
C 2.2305 1.2568 -1.2197
C 1.2489 0.9904 -0.2757
C -1.4719 0.0416 -2.3794
C -0.2149 -3.5484 0.4710
C -1.3714 -0.3713 -0.9048
C 0.7498 -2.3702 0.4013
Si 0.3569 -0.7391 -0.2239
H -4.7044 -1.1035 4.6010
H 3.4522 4.2487 -0.3411
H 1.6721 3.7922 1.3906
H 3.7191 2.3699 -2.0670
H 0.4731 1.7576 1.4346
H 2.4344 0.5378 -2.0244
H -1.1882 -0.9142 -2.9998
H -2.4466 0.3201 -2.7039
H -0.8337 0.8194 -2.7519
H -0.8079 -3.7658 -0.3626
H 0.4570 -4.5449 0.4197
H -0.8218 -3.4842 1.3725
H -2.0440 -1.2424 -0.8318
H -1.8149 0.4094 -0.1414
H 1.7469 -2.7397 0.3286
H -2.4223 -0.9275 2.2518
```

Results
net charge = 0
lowest unoccupied orbital energy = 0.0220 Eh
gap between HOMO and LUMO = 8.372 eV
relative energy (zero: lowest compared OMol25 entry of this formula, charge and spin) = 614.3 kJ/mol
SMILES = C/C=[Si](\CC)c1ccccc1.C#C

4.
Density functional theory data (ωB97M-V/def2-TZVPD) for 2 unconnected molecules or ions with the total composition C3H10NO.

XYZ file:
```
15
C3H10NO, DFT ωB97M-V/def2-TZVPD
C 0.1559 -1.8835 0.5505
C 1.6441 -0.1485 -0.2776
N 1.4706 -1.2759 0.2714
H -0.2699 -1.3680 1.4115
H 0.3154 -2.9297 0.7846
H -0.4898 -1.7449 -0.3073
H 0.7583 0.3920 -0.5879
H 2.6447 0.2336 -0.4372
H 2.2748 -1.7795 0.6364
C -1.4173 1.8378 -0.6955
O -0.8627 1.3923 0.5486
H -2.0091 2.7456 -0.5770
H -0.5915 2.0621 -1.3659
H -2.0484 1.0696 -1.1478
H -1.5751 1.3971 1.1930
```

Results
net charge = +1
lowest unoccupied orbital energy = -0.1817 Eh
gap between HOMO and LUMO = 9.458 eV
relative energy (zero: lowest compared OMol25 entry of this formula, charge and spin) = 128.9 kJ/mol

F_max across the listed records, respectively: 3.362 1.395 3.706 0.444 eV/A.
Electronic energy across the listed records, respectively: -4327.2233 -3057.0344 -756.1377 -250.0047 Ha.